Entry 1:
{
  "formula": "C15H10N4",
  "method": "ωB97M-V/def2-TZVPD",
  "elements": ["C", "C", "C", "C", "C", "C", "H", "C", "N", "N", "C", "N", "N", "C", "H", "H", "C", "C", "C", "C", "C", "C", "H", "H", "H", "H", "H", "H", "H"],
  "positions_angstrom": [[-3.1297, -2.5984, 0.1068], [-3.9118, -1.5431, 0.0870], [-3.4521, -0.1288, 0.0622], [-2.1957, -0.0275, -0.0107], [-1.3305, -1.2557, -0.2050], [-1.8651, -2.4698, 0.0039], [-1.2016, -3.3302, 0.0674], [-0.0066, -0.5422, -0.2110], [0.9507, -1.3477, -0.2179], [2.3295, -1.0088, -0.0469], [3.2562, -1.1854, -0.8164], [4.3357, -0.8017, -0.5097], [4.2150, -0.3737, 0.5892], [2.9351, -0.1258, 0.9588], [2.3952, 0.2251, 1.6187], [3.1052, -2.0293, -1.5748], [-0.0650, 0.7433, -0.0324], [0.8114, 1.8528, -0.1172], [0.5301, 3.3379, -0.2728], [-0.9467, 3.5997, 0.0052], [-1.9287, 2.5514, -0.1155], [-1.5912, 1.3339, 0.1371], [-2.9359, 2.9239, 0.0854], [-1.2824, 4.6395, 0.0582], [1.1586, 4.1872, -0.5350], [1.9859, 1.7126, -0.2956], [-4.2989, 0.4173, 0.1433], [-5.0896, -1.5655, 0.1140], [-3.6417, -3.6448, 0.1353]],
  "lumo_energy_ha": -0.0480
}

Entry 2:
{
  "formula": "C15H11AsBF4N2O2S4Sm",
  "method": "ωB97M-V/def2-TZVPD",
  "elements": ["Sm", "S", "As", "S", "S", "S", "F", "B", "F", "F", "F", "O", "C", "N", "C", "C", "O", "N", "C", "C", "C", "C", "C", "C", "C", "C", "C", "C", "C", "C", "H", "H", "H", "H", "H", "H", "H", "H", "H", "H", "H"],
  "positions_angstrom": [[-0.1171, -0.0284, -0.0366], [1.4122, -0.9432, 2.0889], [-0.6963, -1.5730, 2.1747], [-1.8674, 0.3016, 2.0301], [-1.0661, -2.6075, 0.2676], [-1.1611, -2.7220, 3.8738], [-0.9501, 2.0299, -0.8333], [-1.1837, 1.3680, -2.0726], [-1.7253, 0.0923, -1.6887], [0.0419, 1.1230, -2.6735], [-2.0312, 2.0545, -2.8671], [1.4027, -1.0023, -1.2931], [2.2343, -0.1144, -1.0796], [3.5521, -0.2330, -1.4128], [4.1772, 1.0691, -1.3706], [3.0211, 1.8954, -0.6741], [3.1409, 3.0620, -0.3778], [1.9624, 1.0871, -0.5172], [5.3635, 1.1549, -0.4588], [5.6649, 0.1239, 0.4227], [6.7031, 0.2669, 1.3250], [7.4493, 1.4340, 1.3561], [7.1414, 2.4711, 0.4906], [6.1035, 2.3346, -0.4136], [4.4211, 1.4906, -2.8008], [3.3619, 1.9168, -3.5950], [3.5532, 2.1532, -4.9441], [4.7981, 1.9609, -5.5205], [5.8540, 1.5253, -4.7379], [5.6657, 1.2922, -3.3878], [3.8353, -0.9466, -2.0658], [5.0703, -0.7771, 0.4169], [6.9230, -0.5305, 2.0199], [8.2596, 1.5497, 2.0647], [7.7039, 3.3961, 0.5317], [5.8416, 3.1498, -1.0728], [2.3815, 2.0384, -3.1607], [2.7222, 2.4979, -5.5417], [4.9397, 2.1264, -6.5795], [6.8311, 1.3652, -5.1741], [6.4825, 0.9303, -2.7802]],
  "total_charge": -2,
  "lumo_energy_ha": [0.1486, 0.1486],
  "spin_multiplicity": 6,
  "s2": 8.760
}

Entry 3:
{
  "formula": "C15H11Br2N10O2Pd",
  "method": "ωB97M-V/def2-TZVPD",
  "elements": ["Pd", "C", "C", "C", "C", "C", "Br", "N", "C", "H", "H", "H", "H", "H", "H", "N", "C", "N", "N", "N", "N", "C", "N", "N", "N", "N", "H", "Br", "C", "C", "C", "C", "C", "C", "C", "O", "O", "H", "H", "H", "H"],
  "positions_angstrom": [[-0.3342, -0.2131, 0.3893], [0.7151, -5.3543, -1.4458], [-0.2248, -4.3473, -0.8523], [-1.4873, -4.6921, -0.3784], [-2.3439, -3.7460, 0.1766], [-1.8707, -2.4645, 0.2259], [-2.7820, -0.9382, 0.9366], [-0.6719, -2.1106, -0.2218], [0.1580, -3.0147, -0.7424], [0.2186, -6.3099, -1.5959], [1.5684, -5.5141, -0.7855], [1.0973, -5.0097, -2.4062], [-1.8141, -5.7224, -0.4393], [-3.3235, -4.0015, 0.5529], [1.1182, -2.6494, -1.0834], [2.6642, -0.1033, 1.8506], [2.6183, -0.0006, 0.4924], [3.6197, 0.1637, -0.3317], [3.0743, 0.1320, -1.5761], [1.8072, -0.0232, -1.5449], [1.4912, -0.1274, -0.2302], [1.6206, -0.6200, 2.5666], [1.6136, -0.9025, 3.8428], [0.3761, -1.4052, 4.0863], [-0.3497, -1.4185, 3.0413], [0.4398, -0.9650, 2.0226], [3.5447, 0.0413, 2.3210], [-0.5001, 7.0533, 1.5952], [-0.7639, 5.7818, 0.2302], [-1.0985, 6.2043, -1.0507], [-1.2956, 5.2755, -2.0643], [-1.1643, 3.9242, -1.8029], [-0.8264, 3.5168, -0.5131], [-0.6200, 4.4380, 0.5135], [-0.6751, 2.1001, -0.2391], [-0.9512, 1.1741, -1.0671], [-0.2320, 1.6771, 0.9101], [-1.2022, 7.2615, -1.2529], [-1.5497, 5.6153, -3.0584], [-1.3100, 3.1862, -2.5796], [-0.3539, 4.1084, 1.5081]],
  "total_charge": 1,
  "lumo_energy_ha": -0.2314
}

Entry 4:
{
  "formula": "C15H11BrCoN3O3S",
  "method": "ωB97M-V/def2-TZVPD",
  "elements": ["Co", "N", "C", "S", "N", "N", "C", "C", "C", "C", "C", "C", "C", "O", "H", "H", "H", "H", "H", "H", "H", "Br", "C", "C", "C", "C", "C", "C", "C", "O", "O", "H", "H", "H", "H"],
  "positions_angstrom": [[0.7089, -2.2121, 0.1698], [3.4777, 0.1857, -0.5311], [2.8151, -0.8858, -0.9715], [3.0785, -2.4320, -0.2770], [1.8894, -0.6594, -1.9179], [0.4265, -0.2265, -0.0681], [-0.3898, 0.4136, 0.6664], [-0.7704, 0.0369, 2.0204], [-1.4373, 1.0128, 2.7762], [-1.8686, 0.7806, 4.0612], [-1.6558, -0.4887, 4.6132], [-1.0301, -1.4781, 3.8940], [-0.5579, -1.2628, 2.5764], [0.0121, -2.2535, 1.9534], [3.9520, 0.1296, 0.3530], [3.2439, 1.0867, -0.9209], [-0.8554, 1.3157, 0.2585], [-1.6081, 1.9818, 2.3166], [-2.3717, 1.5548, 4.6251], [-1.9986, -0.7000, 5.6203], [-0.8779, -2.4661, 4.3113], [0.4313, 4.2172, -2.7513], [0.0857, 2.3347, -2.6221], [0.7437, 1.6467, -1.6495], [0.5700, 0.1848, -1.5074], [-0.5357, -0.3631, -2.3385], [-1.1469, 0.4338, -3.2820], [-0.8496, 1.7812, -3.4958], [-0.9558, -1.8030, -2.2301], [-1.9052, -2.2151, -2.8801], [-0.2786, -2.6027, -1.4201], [1.3689, 2.1641, -0.9300], [1.5531, -1.5380, -2.2985], [-1.9150, -0.0472, -3.8768], [-1.3484, 2.3734, -4.2472]],
  "total_charge": -1,
  "lumo_energy_ha": [0.0990, 0.0988],
  "spin_multiplicity": 4,
  "s2": 3.759
}

Entry 5:
{
  "formula": "C15H11Cl5N4O3Rh",
  "method": "ωB97M-V/def2-TZVPD",
  "elements": ["Rh", "Cl", "C", "C", "C", "Cl", "C", "C", "C", "C", "N", "C", "C", "O", "H", "H", "H", "H", "C", "C", "N", "O", "C", "C", "N", "O", "H", "H", "H", "H", "H", "H", "H", "Cl", "C", "Cl", "Cl", "C", "N"],
  "positions_angstrom": [[0.0851, 0.2661, -0.4947], [-2.9300, -3.8847, 0.1649], [-2.2424, -2.9367, 1.3900], [-2.4193, -3.2680, 2.7186], [-1.8381, -2.5087, 3.7161], [-2.0795, -2.9741, 5.3369], [-1.0421, -1.3452, 3.4252], [-0.4022, -0.5616, 4.4000], [0.3400, 0.5165, 4.0049], [0.4219, 0.8275, 2.6428], [-0.1872, 0.1107, 1.7184], [-0.8867, -0.9740, 2.0908], [-1.4597, -1.7893, 0.9996], [-1.2514, -1.5135, -0.1917], [-3.0090, -4.1354, 2.9831], [-0.4927, -0.8195, 5.4465], [0.8605, 1.1304, 4.7261], [1.0025, 1.6691, 2.2858], [2.0028, -0.8425, -4.3463], [1.5663, -0.2255, -3.0565], [0.3476, -0.1708, -2.6697], [-0.5352, -0.8390, -3.5167], [2.5362, 0.3798, -2.1305], [3.9284, 0.7674, -2.5096], [2.0830, 0.5441, -0.9319], [2.6871, 1.1020, 0.0308], [1.3636, -1.6807, -4.6052], [3.0369, -1.1758, -4.2834], [1.9312, -0.1085, -5.1524], [-1.4068, -0.5817, -3.1826], [3.9758, 1.1219, -3.5395], [4.6134, -0.0779, -2.4122], [4.2749, 1.5535, -1.8427], [-1.6996, 5.1363, 0.5246], [-2.7061, 4.0695, -0.4413], [-4.0933, 3.5098, 0.4867], [-3.2133, 4.8511, -1.9280], [-1.8961, 2.8861, -0.7941], [-1.2665, 1.9714, -1.0631]],
  "total_charge": 1,
  "lumo_energy_ha": [-0.1366, -0.2102],
  "spin_multiplicity": 5,
  "s2": 6.046
}

Entry 6:
{
  "formula": "C15H11F6N3O3PTi",
  "method": "ωB97M-V/def2-TZVPD",
  "elements": ["Ti", "O", "C", "C", "C", "C", "C", "C", "C", "O", "N", "N", "C", "C", "C", "C", "C", "C", "C", "O", "H", "H", "H", "H", "H", "H", "H", "H", "H", "H", "N", "C", "H", "F", "P", "F", "F", "F", "F", "F"],
  "positions_angstrom": [[-0.1400, 0.5536, -1.3164], [-0.5154, -2.3426, 3.1788], [-1.7419, -2.1268, 2.8487], [-2.7475, -2.8119, 3.6055], [-4.0634, -2.6297, 3.2987], [-4.4223, -1.7712, 2.2441], [-3.4410, -1.0853, 1.4870], [-2.1151, -1.2408, 1.7689], [-1.0887, -0.5443, 0.9777], [-1.4546, 0.2610, 0.0115], [0.1685, -0.7328, 1.2366], [0.9063, 0.0524, 0.3599], [2.0285, 0.5627, 0.7681], [2.6364, 1.6852, 0.1278], [3.9182, 2.1085, 0.5248], [4.4452, 3.2813, 0.0381], [3.6858, 4.0758, -0.8259], [2.4111, 3.7017, -1.2154], [1.8938, 2.5052, -0.7530], [0.6421, 2.1229, -1.1129], [0.1022, -1.8206, 2.5822], [-2.4162, -3.4620, 4.4043], [-4.8327, -3.1420, 3.8596], [-5.4673, -1.6319, 2.0012], [-3.7404, -0.4379, 0.6739], [2.4604, 0.1712, 1.6867], [4.4825, 1.4981, 1.2186], [5.4339, 3.5985, 0.3368], [4.0956, 5.0080, -1.1913], [1.8112, 4.3221, -1.8671], [2.4120, 0.1009, -3.5929], [1.5557, 0.2640, -2.8502], [3.1638, -0.0330, -4.2490], [-0.2279, -1.4062, -1.6985], [-1.5321, -1.5753, -2.9985], [-1.4119, 0.2816, -2.7824], [-2.6269, -1.3892, -4.0622], [-2.5252, -1.4931, -1.7864], [-0.3451, -1.3690, -3.9955], [-1.3974, -3.1091, -2.9421]],
  "total_charge": 2,
  "lumo_energy_ha": [-0.2996, -0.3553],
  "spin_multiplicity": 2,
  "s2": 0.775
}